{
  "formula": "C23H53O11P",
  "method": "ωB97M-V/def2-TZVPD",
  "charge": -1,
  "multiplicity": 2,
  "homo_lumo_gap_ev": [1.74, 9.57],
  "homo_ev": [0.72, -7.17],
  "total_energy_ha": -2076.918028,
  "elements": ["C", "O", "P", "O", "O", "C", "O", "C", "H", "H", "H", "H", "H", "H", "H", "H", "H", "C", "O", "C", "C", "O", "C", "H", "H", "H", "H", "H", "H", "H", "H", "H", "H", "C", "O", "C", "C", "O", "C", "H", "H", "H", "H", "H", "H", "H", "H", "H", "H", "C", "C", "C", "O", "C", "H", "H", "H", "H", "H", "H", "H", "H", "C", "C", "C", "O", "C", "H", "H", "H", "H", "H", "H", "H", "H", "C", "C", "C", "O", "C", "H", "H", "H", "H", "H", "H", "H", "H"],
  "positions_angstrom": [[28.43280, -6.17242, 4.62905], [29.63136, -5.77629, 5.39248], [29.47575, -5.11882, 6.85488], [28.09122, -4.73201, 7.20644], [30.20223, -6.24641, 7.81895], [29.43924, -7.39097, 8.20039], [30.55823, -3.91892, 6.64074], [30.81777, -3.08652, 7.76107], [28.00847, -5.31276, 4.11038], [27.71019, -6.55345, 5.35069], [28.85026, -6.93251, 3.96867], [28.43499, -6.98799, 8.33160], [29.70954, -7.86539, 9.14376], [29.32797, -8.24951, 7.53811], [30.09523, -3.17487, 8.57238], [30.56021, -2.07585, 7.44431], [31.88281, -3.22565, 7.94664], [24.01750, -6.25676, 0.84471], [25.28041, -6.45507, 1.57325], [25.19437, -7.56929, 2.49614], [24.99382, -9.00461, 1.94448], [23.70383, -9.23485, 1.48886], [22.69255, -9.64755, 2.39613], [24.18686, -5.26203, 0.43248], [23.16749, -6.38081, 1.51569], [23.79230, -6.78191, -0.08352], [24.49723, -7.35512, 3.30621], [26.15583, -7.56335, 3.00962], [25.44621, -9.77639, 2.56722], [25.58373, -9.11370, 1.03442], [23.08528, -10.27256, 3.19815], [21.91699, -10.17110, 1.83711], [22.33381, -8.68596, 2.76324], [25.05191, -5.69251, 13.89478], [25.38019, -4.56980, 13.03184], [24.89672, -4.50865, 11.70472], [23.42222, -4.77787, 11.67402], [22.84013, -4.47272, 10.38131], [23.07151, -5.26646, 9.27459], [24.00393, -5.75816, 14.18726], [25.55970, -5.37063, 14.80399], [25.29547, -6.69385, 13.53969], [25.53906, -5.21564, 11.17967], [25.15135, -3.56033, 11.23147], [22.88616, -4.26972, 12.47560], [23.10195, -5.81714, 11.74784], [22.30785, -6.01928, 9.07920], [24.03212, -5.78121, 9.25502], [23.21269, -4.54150, 8.47297], [24.09878, -8.74211, 6.18293], [24.70915, -10.01663, 6.45140], [26.10901, -9.61482, 5.93877], [26.33549, -8.28854, 6.24155], [25.11636, -7.63839, 6.48880], [23.13680, -8.62174, 6.68112], [23.88102, -8.79309, 5.11611], [24.18839, -10.86669, 6.01059], [24.54746, -10.26508, 7.50032], [26.21616, -9.72453, 4.85961], [26.89786, -10.30381, 6.24060], [25.10240, -6.94002, 5.65202], [24.96948, -7.15153, 7.45289], [21.80119, -13.90097, 5.75902], [23.22369, -13.95296, 4.93498], [24.29244, -13.94059, 5.96847], [23.63434, -14.17835, 7.15700], [22.35639, -13.60989, 7.20080], [21.41818, -14.91338, 5.63081], [21.22200, -13.12191, 5.26335], [23.48452, -13.18744, 4.20419], [23.34749, -14.91177, 4.43153], [24.81861, -12.98753, 6.02261], [25.00285, -14.75027, 5.80169], [22.44351, -12.56190, 7.48754], [21.81000, -14.18723, 7.94660], [25.84647, -10.31105, 11.82183], [24.63314, -10.47366, 10.85319], [24.17861, -9.06688, 10.69016], [25.38002, -8.29550, 10.68141], [26.46213, -8.98008, 11.39144], [26.52789, -11.16107, 11.85692], [25.56947, -10.19288, 12.86940], [23.85610, -11.11532, 11.26861], [24.96298, -10.77601, 9.85926], [23.52661, -8.86369, 11.53971], [23.71533, -8.77403, 9.74798], [26.67654, -8.41553, 12.29886], [27.32852, -9.22065, 10.77534]],
  "forces_ev_per_angstrom": [[0.855, 0.179, 1.044], [-0.559, 0.522, 0.613], [0.475, -0.997, -1.532], [1.194, -0.205, 0.262], [0.391, 1.202, -0.868], [-2.080, 0.116, 0.568], [-1.450, -2.025, 0.632], [-0.294, 1.021, -0.505], [0.198, -0.087, -0.122], [-0.084, -0.288, -0.428], [-0.579, 0.064, -0.115], [-0.336, -0.506, 0.236], [0.729, 0.771, 0.169], [0.611, 0.511, -0.933], [0.456, -0.893, 0.399], [0.679, 0.265, -0.244], [-0.287, 0.332, 0.783], [1.333, 1.029, 0.158], [-1.813, -1.897, -0.537], [1.017, -0.181, 0.231], [0.588, 1.359, -0.999], [-0.498, -1.192, -0.819], [0.610, 1.166, -0.147], [-0.639, 0.470, 0.563], [-0.002, 0.384, 0.021], [0.646, -1.192, 0.283], [-0.566, 0.103, -0.160], [0.275, 0.000, -0.082], [-0.543, -0.037, 0.769], [0.321, 0.376, -0.174], [-0.045, -0.063, 0.095], [0.088, 0.035, 0.046], [-0.764, -0.351, 0.764], [-0.110, 1.428, -0.185], [-0.093, 0.040, 1.202], [0.750, -1.266, 0.294], [-1.209, -1.392, -2.184], [-0.379, 1.888, 1.776], [1.238, -0.103, -0.739], [-0.389, 0.336, -0.344], [0.286, -0.713, 0.013], [0.616, 0.152, -0.296], [-0.611, -0.500, -0.668], [-0.254, 0.396, 0.577], [0.037, 0.571, -0.347], [0.834, -0.520, 0.819], [-0.309, 0.155, -0.016], [0.236, -0.276, 0.567], [-0.616, -0.283, -0.514], [-2.808, 1.982, -0.656], [1.128, -1.088, 0.812], [0.467, -2.823, -0.362], [1.585, 0.339, 1.658], [-1.068, -0.443, -1.866], [-0.087, 0.265, 0.093], [-0.154, 0.704, -0.244], [0.347, 0.126, -0.848], [1.142, 0.085, 0.488], [-0.757, -0.095, -0.520], [0.342, 0.355, 0.880], [-0.646, 0.883, 0.473], [0.555, -0.183, 0.150], [2.951, 0.850, -1.119], [-0.885, -0.487, -0.442], [0.274, 0.315, 0.225], [0.628, -1.046, 2.308], [-0.506, -0.898, -1.372], [-0.475, 0.316, 0.399], [-0.474, -0.176, 0.454], [-0.857, 0.262, -0.133], [-0.577, -0.014, -0.306], [0.242, 0.141, -0.109], [0.247, 0.105, 0.197], [-0.434, 0.224, -0.229], [-0.117, 0.304, 0.157], [-0.532, -0.121, 0.110], [0.736, -0.419, 0.196], [0.430, 0.596, 0.209], [1.295, 0.238, 0.463], [-1.541, -0.650, 0.068], [0.122, 0.029, -0.527], [-0.702, -0.121, -0.002], [0.078, -0.178, -0.287], [0.134, -0.703, 0.187], [-0.135, 0.742, 0.129], [-0.459, -0.463, 0.064], [0.555, 0.295, -0.311], [0.000, 0.848, -0.311]],
  "lowdin_charge": [-0.059, -0.247, 0.461, -0.242, -0.231, -0.128, -0.225, -0.122, 0.090, 0.055, 0.088, 0.071, 0.078, 0.083, 0.085, 0.084, 0.093, -0.097, -0.181, -0.190, -0.228, -0.220, -0.125, 0.076, 0.080, 0.074, 0.103, 0.107, 0.103, 0.121, 0.069, 0.075, 0.068, -0.091, -0.198, -0.204, -0.177, -0.204, -0.153, 0.070, 0.085, 0.073, 0.120, 0.132, 0.128, 0.117, 0.076, 0.067, 0.090, -0.245, -0.178, -0.242, -0.148, -0.167, 0.082, 0.089, 0.092, 0.098, 0.096, 0.099, 0.106, 0.110, -0.121, -0.181, -0.301, -0.171, -0.245, 0.089, 0.067, 0.082, 0.087, 0.094, 0.114, 0.088, 0.103, -0.185, -0.181, -0.269, -0.169, -0.187, 0.097, 0.095, 0.099, 0.099, 0.103, 0.103, 0.097, 0.104]
}